This record from OMol25 describes a molecular structure, C10H13ClO2STc. The level of theory is ωB97M-V/def2-TZVPD.

Atoms and positions in Å:
Cl  0.501  2.883  -0.239
C  -1.919  -0.790  -1.117
C  -1.093  -1.980  -1.037
C  0.159  -1.670  -1.718
H  -1.368  -2.914  -0.565
C  0.089  -0.295  -2.198
C  -1.210  0.197  -1.859
H  -1.574  1.176  -2.167
H  -2.933  -0.695  -0.735
H  0.993  -2.330  -1.916
C  1.154  0.389  -2.999
Tc  0.025  -0.483  0.016
C  1.827  0.255  0.065
O  2.919  0.668  0.121
C  -1.100  0.694  1.097
O  -1.781  1.365  1.763
H  2.140  0.069  -2.636
H  1.070  1.477  -2.884
H  1.050  0.109  -4.059
C  -0.724  -2.652  2.377
S  0.918  -2.325  1.590
C  1.621  -1.221  2.899
H  -1.514  -2.600  1.615
H  -0.919  -1.881  3.135
H  -0.719  -3.650  2.845
H  1.036  -0.295  2.908
H  1.605  -1.739  3.863
H  2.662  -1.009  2.641

The value obtained for the energy above the lowest of the compared OMol25 structures with the same formula, charge and spin is 0.0 kJ/mol. Its multiplicity is 4. As for the total charge: +2. Its lowest unoccupied orbital energy (alpha / beta) is -0.2994 / -0.4166 Ha. For the total energy, the calculation gives -1477.779655 Eh. The value obtained for the gap between HOMO and LUMO (alpha / beta) is 9.20 / 6.24 eV.